(1)
16
Properties=species:S:1:pos:R:3:lowdin_charge:R:1 method="wB97M-V/def2-TZVPD" smiles=CCC.C molar_mass_g_mol=60.1 gap_ha=0.4654 total_charge=0 e_above_lowest_ev=0.077 max_force_ev_per_a=0.9 e_lumo_ev=1.2
C 1.766 -0.454 -0.977 -0.13
C -2.714 0.209 -0.069 -0.05
C 0.574 0.739 0.880 -0.14
C 0.778 -0.607 0.180 -0.31
H -2.187 -0.477 0.587 0.01
H 2.604 0.171 -0.663 0.07
H 1.231 -1.274 0.914 0.10
H -0.200 0.761 1.642 0.06
H 1.299 -0.089 -1.891 0.07
H -0.172 -0.960 -0.213 0.07
H 2.219 -1.401 -1.278 0.06
H -2.139 1.054 -0.427 0.02
H 0.380 1.539 0.164 0.07
H 1.514 1.027 1.356 0.07
H -3.608 0.551 0.446 0.02
H -2.994 -0.386 -0.942 0.02


(2)
91
Properties=species:S:1:pos:R:3:lowdin_charge:R:1 method="wB97M-V/def2-TZVPD" s_squared=8.758 molar_mass_g_mol=642.7 gap_ha="0.2652 / 0.2729" total_charge=-1 e_above_lowest_ev=0.145 max_force_ev_per_a=0.5 spin_multiplicity=6 e_lumo_ev="2.6 / 2.6"
Mn 0.028 0.973 0.553 0.82
P 0.752 -1.849 -1.256 0.81
O 2.346 1.902 3.962 0.01
O 0.039 4.016 -2.271 0.02
N 1.305 2.646 0.687 0.06
N -0.974 2.770 -0.576 0.06
N 0.645 1.045 2.622 0.01
N 0.735 -0.636 -0.317 -0.33
C 1.065 -0.067 -3.390 -0.10
C -0.460 -3.207 -0.665 -0.59
C 2.005 2.812 1.797 -0.16
C -2.724 4.469 -0.917 -0.20
C -1.785 5.630 -0.747 -0.05
C -0.784 -4.347 -1.635 -0.09
C -1.773 -2.520 -0.256 -0.11
C -1.922 1.378 3.728 -0.04
C -0.776 -1.897 5.257 -0.11
C 1.241 3.566 -0.264 -0.17
C 2.476 -2.633 -1.291 -0.60
C -3.281 2.121 -0.763 -0.21
C 0.028 3.447 -1.184 -0.51
C -2.296 3.125 -0.801 -0.19
C 3.423 -1.747 -2.114 -0.11
C -5.030 3.743 -1.156 -0.11
C 2.890 4.827 0.895 -0.05
C 0.090 -3.812 0.634 -0.10
C 2.837 3.913 1.941 0.00
C 2.415 -1.152 3.351 -0.04
C -4.073 4.742 -1.111 -0.08
C -1.075 0.183 4.072 -0.21
C 0.510 -1.995 4.748 -0.07
C 0.227 0.079 3.562 -0.20
C 3.050 -2.590 0.129 -0.11
C 2.068 4.676 -0.220 0.00
C -1.158 -1.031 -3.132 -0.10
C -4.619 2.436 -0.954 -0.08
C 0.333 -1.382 -3.071 -0.58
C -1.561 -0.807 4.916 -0.07
C 1.029 -1.021 3.902 -0.21
C 1.695 1.823 2.915 -0.49
C 0.632 -2.394 -4.181 -0.09
C -2.898 0.694 -0.501 -0.06
C 2.557 -4.067 -1.830 -0.09
H 2.433 -0.838 2.307 0.05
H 2.097 -0.221 -3.692 0.06
H -1.473 2.296 4.110 0.09
H 4.001 -3.133 0.137 0.09
H -2.388 -2.233 -1.105 0.06
H 3.390 4.035 2.862 0.11
H 2.155 -4.796 -1.129 0.06
H -1.372 -0.558 -4.095 0.09
H 3.280 -1.849 -3.187 0.06
H 3.315 -0.698 -1.839 0.08
H 0.087 -4.952 -1.885 0.06
H 0.982 -4.417 0.487 0.06
H -0.679 -4.462 1.063 0.08
H -2.567 -0.718 5.308 0.10
H 2.762 -2.186 3.414 0.07
H 2.022 5.406 -1.016 0.11
H 0.305 -3.030 1.364 0.08
H 3.610 -4.321 -1.989 0.08
H -1.515 -5.009 -1.160 0.08
H -2.267 0.598 0.405 0.04
H 3.238 -1.559 0.414 0.06
H 0.551 0.432 -4.215 0.08
H 1.049 0.604 -2.529 0.06
H -2.355 -3.215 0.355 0.08
H 2.404 -3.021 0.886 0.04
H -1.231 -3.992 -2.559 0.06
H 1.693 -2.609 -4.280 0.06
H 0.106 -3.339 -4.051 0.06
H -2.018 1.516 2.648 0.05
H -4.375 5.779 -1.207 0.10
H -2.339 0.259 -1.327 0.03
H 3.102 -0.509 3.901 0.08
H -1.166 -2.670 5.908 0.09
H -1.806 -1.897 -3.042 0.06
H 2.045 -4.195 -2.780 0.06
H 1.127 -2.850 5.000 0.10
H -2.922 1.276 4.149 0.07
H 4.450 -2.051 -1.892 0.08
H -2.355 6.541 -0.568 0.07
H -1.126 5.471 0.112 0.08
H -6.075 3.981 -1.308 0.09
H -1.143 5.775 -1.616 0.07
H 3.537 5.694 0.969 0.10
H -5.348 1.633 -0.931 0.10
H -3.783 0.080 -0.326 0.09
H 0.302 -1.968 -5.134 0.08
H -1.404 -0.314 -2.349 0.04
H -1.566 -1.631 0.343 0.05


(3)
20
Properties=species:S:1:pos:R:3:lowdin_charge:R:1 method="wB97M-V/def2-TZVPD" smiles=CC[C@@]1(S)[NH2+]CCS1 molar_mass_g_mol=150.3 gap_ha=0.3648 total_charge=+1 e_above_lowest_ev=2.322 max_force_ev_per_a=6.3 e_lumo_ev=-3.2
S 0.252 -2.266 0.713 0.80
S -1.910 -0.899 -0.990 0.87
N -0.159 0.462 0.703 -0.02
C -1.503 0.580 1.292 -0.18
C 2.242 0.333 -0.646 -0.12
C -2.401 0.530 0.068 -0.43
C 0.016 -0.753 -0.315 -0.86
C 1.111 -0.482 -1.293 -0.32
H 1.541 -2.460 0.286 -0.08
H 1.453 -1.440 -1.789 0.14
H 0.595 0.284 -2.063 0.16
H 1.815 1.438 -0.491 0.10
H 2.505 -0.056 0.366 0.07
H 0.087 1.386 0.395 0.15
H -1.698 -0.246 1.969 0.13
H -1.653 1.558 1.789 0.15
H 0.491 0.145 1.453 0.15
H 3.152 0.490 -1.413 0.14
H -3.370 0.067 0.485 0.12
H -2.566 1.330 -0.521 0.03


(4)
12
Properties=species:S:1:pos:R:3:lowdin_charge:R:1 method="wB97M-V/def2-TZVPD" smiles=C#CC(C)C#C molar_mass_g_mol=78.1 gap_ha=0.4007 total_charge=0 e_above_lowest_ev=4.394 max_force_ev_per_a=0.9 e_lumo_ev=1.0
C 0.435 0.787 -1.276 -0.06
C 1.142 -1.996 1.381 0.11
C 0.411 0.339 0.239 -0.36
C -1.022 0.405 0.454 -0.16
C 0.881 -0.988 0.763 -0.09
C -2.207 0.348 0.281 0.13
H 1.359 -2.917 1.897 0.03
H -0.046 1.781 -1.377 0.09
H 0.968 1.085 0.828 0.14
H -0.144 0.146 -1.957 0.09
H 1.470 0.840 -1.576 0.06
H -3.247 0.170 0.343 0.02


(5)
65
Properties=species:S:1:pos:R:3:lowdin_charge:R:1 method="wB97M-V/def2-TZVPD" smiles="O=C(O)NCCCO.COC(=O)OC.COC(=O)OC.COC(=O)OC.COC(=O)OC" molar_mass_g_mol=479.4 gap_ha=0.3723 total_charge=0 max_force_ev_per_a=0.8 e_lumo_ev=0.4
O 0.774 -1.413 1.371 0.07
O 0.660 -0.867 -8.821 0.01
O 4.173 -0.856 -1.497 0.01
O 1.508 -2.401 -7.556 0.01
O 2.136 -0.259 -7.222 0.11
O -5.110 -4.583 5.352 0.00
O -0.238 4.624 1.481 0.11
O 0.762 6.171 0.177 0.01
O -2.728 -0.952 2.601 -0.06
O -0.459 6.845 1.828 0.01
O -3.094 -4.260 4.645 0.00
O 3.726 0.184 -3.339 0.01
O 1.306 -1.923 3.480 0.09
O -3.390 -5.219 6.669 0.12
O 2.371 0.503 -1.560 0.10
N 0.351 0.096 3.074 0.09
C 3.836 -1.116 -0.130 -0.03
C -1.677 -4.363 4.837 -0.03
C -1.643 1.151 2.038 -0.15
C -6.010 -5.051 6.361 -0.04
C -0.122 1.157 2.179 -0.18
C -1.305 6.555 2.948 -0.03
C 0.864 -1.121 2.704 -0.61
C 1.496 -1.095 -7.810 -0.62
C -2.237 -0.159 1.522 -0.25
C -0.001 5.770 1.191 -0.62
C 3.335 -0.004 -2.085 -0.62
C 0.553 0.509 -9.203 -0.04
C 1.322 5.105 -0.600 -0.03
C 2.896 1.073 -4.101 -0.03
C 2.373 -2.787 -6.480 -0.03
C -3.820 -4.734 5.655 -0.62
H 0.803 0.416 3.917 0.14
H -1.224 -3.940 3.946 0.08
H 1.958 4.474 0.018 0.10
H 4.563 -1.827 0.247 0.10
H 3.338 1.108 -5.091 0.09
H -5.855 -4.509 7.292 0.10
H 2.065 -2.308 -5.553 0.09
H 0.533 4.499 -1.042 0.10
H 1.908 5.590 -1.374 0.09
H 3.879 -0.192 0.447 0.10
H -1.484 -0.722 0.966 0.10
H 0.182 2.109 2.613 0.11
H -1.936 1.987 1.398 0.11
H -1.381 -5.404 4.949 0.10
H -2.207 -1.757 2.662 0.07
H 0.359 1.115 1.195 0.12
H -3.070 0.042 0.844 0.11
H 1.883 0.683 -4.165 0.10
H 2.271 -3.865 -6.402 0.09
H 2.837 -1.541 -0.070 0.08
H 0.184 1.107 -8.372 0.10
H -7.005 -4.861 5.972 0.09
H 1.520 0.892 -9.522 0.10
H -5.866 -6.116 6.537 0.10
H -0.154 0.525 -10.026 0.09
H 2.881 2.061 -3.646 0.09
H -2.069 1.314 3.032 0.12
H -1.591 7.521 3.351 0.09
H -0.764 5.976 3.694 0.10
H -1.366 -3.800 5.715 0.10
H -2.184 5.999 2.628 0.10
H 0.984 -0.636 0.836 0.08
H 3.403 -2.516 -6.702 0.10


(6)
35
Properties=species:S:1:pos:R:3:lowdin_charge:R:1 method="wB97M-V/def2-TZVPD" smiles=c1cc[nH]c1.CCCCOCCOC molar_mass_g_mol=199.3 gap_ha=0.3316 total_charge=0 e_above_lowest_ev=5.741 max_force_ev_per_a=3.0 e_lumo_ev=0.7
O 0.235 2.943 0.568 -0.26
O -0.058 -0.226 2.870 -0.19
N 3.172 -0.395 -3.588 0.00
C -0.206 2.441 -0.774 -0.10
C 3.939 1.686 -3.441 -0.12
C 3.531 -0.016 -4.855 -0.14
C -2.881 -2.965 2.344 -0.25
C 0.485 0.610 1.750 -0.17
C -0.284 2.082 1.642 -0.20
C 3.412 0.638 -2.720 -0.15
C -4.064 -2.134 1.556 -0.15
C -2.042 -1.891 3.313 -0.17
C 4.014 1.272 -4.792 -0.12
C -1.213 -0.920 2.279 -0.24
H -3.986 -0.961 1.666 0.07
H -5.087 -2.477 2.045 0.08
H -0.794 3.278 -1.365 0.11
H 3.190 0.539 -1.666 0.10
H 0.760 2.083 -1.374 0.10
H -1.386 -2.428 4.121 0.11
H -0.861 1.454 -0.637 0.10
H 3.414 -0.693 -5.690 0.10
H -2.141 -3.417 1.524 0.11
H 1.652 0.768 1.827 0.14
H 4.380 1.852 -5.630 0.09
H 0.306 0.097 0.688 0.11
H 2.789 -1.296 -3.333 0.15
H -4.005 -2.361 0.401 0.08
H -3.326 -3.867 2.943 0.10
H -1.459 1.974 1.536 0.13
H -0.797 -1.634 1.420 0.13
H -2.838 -1.225 3.902 0.12
H -1.976 -0.133 1.846 0.11
H 4.237 2.645 -3.037 0.09
H -0.116 2.678 2.658 0.14